{"formula": "C17H15FN4OS", "method": "ωB97M-V/def2-TZVPD", "orbital_gap_ev": 8.2841, "de_lowest_kj_mol": 24.07, "e_homo_ev": -7.89, "mol_weight_da": 342.4, "energy_ev": -39433.1074, "species": ["C", "N", "C", "N", "N", "C", "C", "C", "C", "C", "C", "C", "N", "H", "H", "H", "H", "H", "H", "S", "C", "C", "O", "C", "C", "C", "C", "C", "C", "H", "H", "F", "H", "H", "H", "H", "H", "H", "H"], "xyz": [[2.773736, -0.826035, 0.113724], [1.502992, -0.557619, 0.722064], [1.084653, 0.659134, 1.169544], [-0.157554, 0.615180, 1.561717], [-0.589523, -0.636473, 1.369652], [0.391123, -1.356534, 0.878331], [0.295372, -2.764232, 0.544809], [1.394148, -3.612600, 0.667170], [1.305249, -4.950682, 0.339704], [0.101109, -5.462398, -0.121972], [-1.005130, -4.647783, -0.223651], [-0.945478, -3.293737, 0.122282], [-2.041519, -2.495698, -0.016632], [-2.933299, -2.952375, -0.104081], [-2.018606, -1.619343, 0.488439], [-1.948126, -5.052054, -0.562879], [0.023929, -6.506522, -0.386398], [2.165810, -5.592119, 0.449241], [2.321879, -3.229426, 1.063247], [2.030886, 2.106023, 1.131644], [0.729769, 3.235748, 1.707627], [-0.668671, 2.966852, 1.156190], [-1.625764, 3.186917, 1.855616], [-0.788695, 2.565038, -0.268088], [0.133030, 2.937974, -1.242813], [-0.018590, 2.502034, -2.546809], [-1.091827, 1.686995, -2.859000], [-2.032582, 1.315542, -1.912916], [-1.879969, 1.770097, -0.619470], [-2.582645, 1.499493, 0.152736], [-2.859093, 0.683826, -2.196513], [-1.226705, 1.245675, -4.125480], [0.682715, 2.783426, -3.316539], [0.963574, 3.582609, -1.000084], [1.052845, 4.235947, 1.412048], [0.683166, 3.182624, 2.795975], [2.661439, -1.616576, -0.627406], [3.125890, 0.085512, -0.372014], [3.511250, -1.126522, 0.861600]], "forces_ev_per_a": [[0.47, -0.13, -0.16], [-0.70, 0.30, 0.29], [-0.08, -0.08, 0.19], [0.71, 0.41, 0.32], [-0.24, -0.94, -0.07], [0.00, 0.30, 0.09], [-0.06, -0.35, -0.10], [-0.17, -0.11, 0.00], [0.24, -0.07, 0.01], [-0.04, 0.09, 0.05], [-0.01, -0.04, 0.05], [0.34, -0.07, -0.13], [-0.36, 0.15, -0.07], [0.05, 0.03, 0.00], [-0.14, -0.08, 0.04], [-0.09, -0.04, -0.06], [-0.02, -0.08, -0.03], [0.07, -0.05, 0.01], [0.09, 0.06, 0.02], [0.38, 0.23, 0.07], [0.17, -0.27, 0.28], [-0.09, 0.51, 0.04], [0.03, 0.12, -0.09], [-0.32, 0.03, -0.40], [-0.29, 0.00, 0.20], [-0.12, -0.15, -0.27], [0.11, 0.11, 0.15], [0.02, 0.02, -0.16], [0.23, 0.16, -0.03], [-0.08, -0.05, 0.07], [-0.07, -0.08, -0.05], [0.00, 0.03, 0.09], [0.04, 0.02, -0.10], [0.05, 0.03, 0.01], [0.01, -0.02, 0.00], [-0.12, 0.08, -0.14], [0.05, 0.09, 0.03], [-0.02, -0.10, -0.05], [-0.02, -0.02, -0.08]]}

=====

{"formula": "C3H7IO", "method": "ωB97M-V/def2-TZVPD", "orbital_gap_ev": 9.5864, "de_lowest_kj_mol": 39.55, "e_homo_ev": -8.92, "mol_weight_da": 186.0, "energy_ev": -13371.8019, "species": ["C", "C", "C", "O", "I", "H", "H", "H", "H", "H", "H", "H"], "xyz": [[-0.111131, 0.450314, -1.623226], [0.861700, 0.778180, 0.661545], [0.297851, -0.037906, -0.460410], [0.234267, -1.360364, -0.149074], [-1.665554, -1.715675, 2.394966], [-0.511922, -0.191927, -2.389711], [-0.045287, 1.496684, -1.852956], [-1.951474, -0.482496, 1.464298], [1.356583, 1.667758, 0.283441], [1.566968, 0.172912, 1.226322], [0.066215, 1.094517, 1.341063], [-0.098215, -1.871998, -0.896257]], "forces_ev_per_a": [[-0.04, 0.00, -0.15], [-0.15, -0.14, 0.04], [0.04, 0.20, -0.15], [0.27, -0.22, 0.07], [-0.09, -0.62, 0.71], [-0.11, -0.16, -0.14], [0.07, 0.23, 0.06], [-0.12, 0.55, -0.46], [0.01, 0.03, -0.04], [0.07, 0.05, 0.05], [0.08, -0.06, 0.02], [-0.03, 0.14, -0.01]]}

=====

{"formula": "C17H38NO8S", "method": "ωB97M-V/def2-TZVPD", "orbital_gap_ev": 6.7083, "e_homo_ev": -4.30, "charge": -1, "mol_weight_da": 416.6, "energy_ev": -46947.0393, "species": ["C", "C", "S", "C", "C", "N", "C", "O", "O", "H", "H", "H", "H", "H", "H", "H", "H", "H", "H", "C", "O", "C", "C", "O", "C", "C", "O", "C", "H", "H", "H", "H", "H", "H", "H", "H", "H", "H", "H", "H", "H", "H", "C", "O", "C", "C", "O", "C", "C", "O", "C", "H", "H", "H", "H", "H", "H", "H", "H", "H", "H", "H", "H", "H", "H"], "xyz": [[-3.558512, -1.477516, 3.523835], [-2.797747, -1.330374, 2.094366], [-4.107217, -0.861797, 0.866634], [-3.351954, -0.101238, -0.657828], [-3.568025, 1.524341, -0.527479], [-3.342723, 1.878990, 0.896742], [-2.529215, 2.178793, -1.553487], [-2.618067, 1.776754, -2.781099], [-1.593779, 3.141612, -1.228896], [-4.455934, -2.181829, 3.406012], [-3.942375, -0.443544, 3.831433], [-2.842244, -1.919616, 4.310760], [-1.947088, -0.573846, 2.161578], [-2.365468, -2.332432, 1.764215], [-3.973196, -0.421892, -1.561125], [-2.238394, -0.346577, -0.763136], [-4.622693, 1.786599, -0.893754], [-4.063807, 2.513520, 1.262915], [-2.392118, 2.225131, 1.074042], [1.270335, 0.161184, 8.253295], [1.583006, -0.867139, 7.333181], [0.553645, -1.839743, 7.210863], [0.385952, -2.286284, 5.759384], [-0.182134, -1.305756, 4.891066], [0.625239, -0.166229, 4.585293], [1.857071, -0.465820, 3.734786], [2.845119, -1.146927, 4.500285], [3.545002, -2.131353, 3.758469], [1.375773, -0.205626, 9.278591], [1.973708, 0.981330, 8.095848], [0.259357, 0.548437, 8.092214], [-0.405187, -1.454877, 7.578521], [0.840047, -2.702065, 7.822025], [-0.323479, -3.121083, 5.754034], [1.316094, -2.679492, 5.351388], [0.884185, 0.381362, 5.491582], [-0.022274, 0.497379, 4.003845], [2.299548, 0.474814, 3.388820], [1.553809, -1.054303, 2.861348], [2.862370, -2.741798, 3.160088], [4.050793, -2.791277, 4.466216], [4.294041, -1.659145, 3.115886], [0.957846, 2.212628, -3.601066], [1.269314, 1.161282, -4.502072], [0.219427, 0.211621, -4.628661], [0.071241, -0.254089, -6.076264], [-0.455670, 0.727014, -6.972663], [0.382955, 1.840780, -7.279889], [1.623726, 1.499615, -8.103064], [2.581695, 0.808426, -7.310907], [3.271131, -0.201911, -8.024490], [1.033824, 1.858556, -2.570008], [1.681603, 3.016901, -3.754797], [-0.040845, 2.617147, -3.787768], [-0.737094, 0.625197, -4.285831], [0.472787, -0.647799, -3.998409], [-0.657657, -1.071721, -6.083580], [1.000345, -0.675677, -6.459002], [0.637823, 2.396155, -6.377212], [-0.237847, 2.510335, -7.884043], [2.094600, 2.425022, -8.454914], [1.322657, 0.904577, -8.973479], [2.585193, -0.806123, -8.625812], [3.749041, -0.862015, -7.297939], [4.042443, 0.243411, -8.660885]], "forces_ev_per_a": [[0.37, -0.05, -0.70], [0.16, -0.35, 0.61], [0.32, -0.62, -0.41], [-0.37, 1.25, -0.06], [1.28, -0.48, -0.04], [-0.42, 0.51, -0.52], [3.15, 3.00, -2.52], [-0.40, 0.23, 3.14], [-4.07, -4.10, 0.14], [1.26, 1.02, 0.15], [0.60, -1.53, -0.31], [-1.08, 0.84, -1.20], [-1.28, -0.84, -0.12], [-0.46, 1.28, 0.60], [1.21, 0.03, 1.27], [-1.70, 0.26, 0.07], [1.52, -0.40, 0.72], [0.86, -0.33, -0.35], [-0.74, 0.25, -0.57], [0.27, -0.17, -0.15], [-0.36, 0.30, 0.04], [0.27, -0.02, -0.38], [-0.23, 0.00, 0.03], [0.35, -0.04, 0.24], [-0.07, 0.07, -0.26], [-0.06, 0.13, 0.45], [-0.09, -0.50, -0.23], [0.01, 0.29, 0.31], [-0.13, 0.11, 0.13], [0.03, -0.14, 0.01], [-0.04, -0.04, 0.06], [0.06, 0.06, -0.04], [-0.18, -0.19, 0.00], [-0.07, 0.14, 0.03], [0.16, 0.16, 0.13], [0.23, -0.12, 0.00], [-0.01, -0.17, -0.06], [-0.21, 0.09, -0.15], [0.02, -0.02, 0.06], [0.00, 0.04, -0.10], [0.01, 0.13, 0.02], [0.00, -0.13, -0.16], [0.03, 0.05, -0.01], [-0.13, 0.06, -0.29], [0.08, 0.17, -0.29], [-0.15, -0.07, 0.29], [0.41, 0.06, -0.09], [-0.14, -0.04, -0.05], [-0.07, 0.11, 0.53], [-0.05, -0.49, -0.37], [-0.03, 0.34, 0.38], [-0.23, 0.17, 0.08], [0.10, -0.15, -0.02], [-0.06, -0.12, 0.26], [0.07, 0.05, 0.04], [-0.18, -0.22, -0.02], [-0.08, 0.17, 0.01], [0.16, 0.15, 0.06], [0.24, -0.14, 0.01], [-0.02, -0.14, -0.06], [-0.17, 0.12, -0.16], [0.03, -0.06, 0.04], [0.00, 0.02, -0.10], [0.01, 0.13, 0.01], [0.03, -0.13, -0.18]]}

=====

{"formula": "C6H12O", "method": "ωB97M-V/def2-TZVPD", "orbital_gap_ev": 10.7968, "de_lowest_kj_mol": 121.05, "e_homo_ev": -9.82, "mol_weight_da": 100.2, "energy_ev": -8463.0993, "species": ["C", "C", "C", "C", "C", "C", "O", "H", "H", "H", "H", "H", "H", "H", "H", "H", "H", "H", "H"], "xyz": [[-1.644862, -0.339860, 1.287680], [-0.245814, -0.253450, 0.669121], [0.661668, 0.660514, 1.496018], [-0.356318, 0.137895, -0.807403], [0.680360, 0.950248, -1.547729], [0.555130, -0.510952, -1.822135], [1.610196, -1.294616, -1.345852], [-2.312110, -0.958202, 0.673573], [-1.604924, -0.776849, 2.291958], [-2.093038, 0.657801, 1.373798], [0.190064, -1.262590, 0.721848], [0.676369, 0.337010, 2.544115], [0.303277, 1.696746, 1.465921], [1.692341, 0.643875, 1.124107], [-1.380581, 0.293291, -1.149105], [0.327861, 1.648182, -2.301271], [1.579421, 1.266893, -1.021397], [0.132456, -0.844636, -2.773240], [1.228502, -2.051300, -0.880009]], "forces_ev_per_a": [[-0.05, 0.01, 0.02], [0.00, -0.03, 0.02], [0.02, 0.01, -0.01], [-0.08, -0.07, 0.11], [0.07, 0.15, -0.10], [-0.14, 0.18, -0.20], [-0.09, -0.23, 0.13], [0.13, 0.10, 0.13], [0.00, 0.08, -0.14], [0.05, -0.13, -0.04], [-0.07, 0.11, 0.01], [0.00, 0.05, -0.17], [0.04, -0.14, -0.02], [-0.19, 0.00, 0.08], [0.22, -0.04, 0.07], [0.06, -0.10, 0.11], [-0.24, -0.15, -0.08], [0.11, 0.11, 0.23], [0.16, 0.08, -0.13]]}

=====

{"formula": "C43H43BHfN5O4S2Se", "method": "ωB97M-V/def2-TZVPD", "orbital_gap_ev": 6.2676, "de_lowest_kj_mol": 0.00, "e_homo_ev": -15.03, "charge": 3, "mol_weight_da": 1026.2, "energy_ev": -149911.4627, "species": ["Hf", "S", "C", "N", "C", "C", "N", "C", "C", "C", "C", "C", "C", "C", "C", "S", "C", "C", "C", "C", "C", "C", "C", "H", "H", "H", "H", "H", "H", "H", "H", "H", "H", "H", "H", "H", "H", "H", "H", "H", "H", "O", "B", "O", "C", "C", "C", "C", "C", "C", "H", "H", "H", "H", "C", "N", "C", "C", "N", "C", "C", "Se", "H", "H", "H", "H", "H", "H", "H", "H", "C", "O", "C", "C", "C", "C", "C", "C", "N", "C", "C", "C", "C", "C", "C", "C", "O", "H", "H", "H", "H", "H", "H", "H", "H", "H", "H", "H", "H", "H"], "xyz": [[-0.503582, -0.432323, 1.267871], [1.943336, -0.850602, 2.079366], [2.779693, -1.331836, 0.683819], [3.956172, -1.891697, 0.799603], [4.784120, -2.169944, -0.380281], [3.911926, -2.567534, -1.534153], [2.822284, -1.600724, -1.729866], [2.346344, -1.481669, -3.137422], [1.775325, -2.786679, -3.636625], [2.566392, -3.691064, -4.338158], [2.029924, -4.892447, -4.783105], [0.699348, -5.191272, -4.532252], [-0.097285, -4.287555, -3.840238], [0.438893, -3.090529, -3.395811], [2.217109, -1.082682, -0.702125], [0.841886, -0.079688, -0.868681], [4.518088, -2.251126, 2.120924], [3.755681, -3.396858, 2.766040], [3.150820, -4.384828, 1.998919], [2.463198, -5.426013, 2.606028], [2.391193, -5.492244, 3.990467], [3.006420, -4.514260, 4.761151], [3.680639, -3.465939, 4.151409], [5.453108, -2.993128, -0.137249], [5.390368, -1.288339, -0.601729], [3.457551, -3.546615, -1.369917], [4.499656, -2.612369, -2.447344], [3.218058, -1.181511, -3.718882], [1.612410, -0.683944, -3.181113], [3.595125, -3.446353, -4.576416], [2.646094, -5.582889, -5.342680], [0.278182, -6.120895, -4.889654], [-1.138071, -4.519788, -3.657376], [-0.177917, -2.377516, -2.862464], [4.491062, -1.368946, 2.759962], [5.563611, -2.507253, 1.954678], [3.200141, -4.357975, 0.917642], [1.997979, -6.188937, 1.995053], [1.871324, -6.311614, 4.468290], [2.966140, -4.570237, 5.840450], [4.155623, -2.703758, 4.757863], [0.728996, -3.300225, -0.211559], [-0.230580, -2.784613, 0.670635], [-0.981845, -3.839272, 1.188685], [-0.471198, -5.002518, 0.643082], [-0.858061, -6.303329, 0.868943], [-0.151776, -7.285080, 0.177345], [0.877833, -6.957400, -0.701602], [1.252357, -5.632542, -0.920566], [0.558333, -4.676851, -0.214637], [-1.663378, -6.550609, 1.546300], [-0.414440, -8.323769, 0.319983], [1.392772, -7.747348, -1.230584], [2.024483, -5.378339, -1.633849], [1.296794, 5.312930, 1.422486], [0.291598, 4.878073, 0.456125], [-0.180603, 5.644572, -0.589939], [-1.075055, 4.893122, -1.261617], [-1.140717, 3.671459, -0.614902], [-2.011945, 2.576801, -1.002414], [-0.301066, 3.674230, 0.430630], [0.077913, 2.364608, 1.723805], [1.569943, 6.337608, 1.190274], [2.176441, 4.676474, 1.357241], [0.891132, 5.266986, 2.430964], [0.156960, 6.651568, -0.756348], [-1.673370, 5.112791, -2.126891], [-2.627177, 2.907650, -1.834860], [-2.647846, 2.294080, -0.167812], [-1.424540, 1.717780, -1.321235], [-2.484048, 2.888521, 4.627005], [-3.056815, 1.821191, 3.835765], [-2.401160, 0.673975, 3.731031], [-1.095273, 0.437057, 4.182679], [-0.535391, -0.829463, 4.048381], [-1.238313, -1.863349, 3.421566], [-2.531416, -1.624803, 2.947195], [-3.092974, -0.368468, 3.087974], [-4.405850, -0.068645, 2.639753], [-5.040979, -0.433669, 1.553384], [-4.583089, -1.048237, 0.358860], [-5.576745, -1.727389, -0.393282], [-5.260700, -2.388230, -1.549406], [-3.942745, -2.339638, -2.016483], [-2.965533, -1.637355, -1.338347], [-3.263578, -0.975035, -0.152721], [-2.338711, -0.237071, 0.465957], [-2.303936, 2.542626, 5.644323], [-3.230195, 3.674618, 4.631615], [-1.565939, 3.240961, 4.160164], [-0.534213, 1.229573, 4.656178], [0.453476, -1.021786, 4.444146], [-0.813615, -2.852797, 3.338637], [-3.079977, -2.422110, 2.460259], [-4.942316, 0.484886, 3.301902], [-6.107169, -0.229810, 1.598478], [-6.595133, -1.739177, -0.024994], [-6.019986, -2.922887, -2.101154], [-3.688986, -2.839275, -2.942340], [-1.956404, -1.565694, -1.724658]], "forces_ev_per_a": [[-0.52, 0.53, 0.63], [0.16, -0.11, -0.11], [0.10, -0.07, 0.19], [-0.02, -0.03, 0.01], [-0.01, 0.01, 0.01], [-0.01, -0.01, 0.00], [0.01, -0.05, 0.03], [-0.01, -0.04, -0.04], [0.05, 0.01, 0.05], [-0.02, 0.02, -0.02], [0.03, 0.02, 0.00], [-0.02, 0.01, 0.01], [0.02, 0.00, -0.01], [-0.01, -0.02, 0.02], [-0.10, 0.07, -0.07], [0.12, 0.00, -0.26], [-0.09, -0.07, 0.04], [0.01, 0.05, -0.10], [-0.01, 0.02, 0.03], [0.02, 0.01, 0.03], [0.01, 0.01, -0.02], [0.00, 0.00, 0.00], [0.00, 0.04, 0.00], [-0.01, 0.03, 0.00], [0.00, 0.01, 0.00], [-0.02, -0.02, -0.02], [-0.01, 0.01, -0.01], [0.01, 0.00, -0.01], [0.03, 0.00, 0.02], [0.02, 0.00, 0.00], [0.00, 0.00, 0.00], [0.00, -0.01, 0.00], [-0.01, 0.00, 0.01], [-0.01, 0.01, 0.01], [0.00, 0.03, 0.01], [-0.01, 0.00, -0.03], [0.01, 0.01, -0.06], [0.00, -0.02, -0.01], [0.00, 0.00, 0.01], [0.00, 0.00, 0.01], [0.00, 0.01, 0.02], [0.00, -0.02, 0.01], [-0.09, 0.02, -0.18], [-0.08, 0.10, 0.12], [0.00, -0.03, -0.04], [0.00, -0.02, -0.01], [-0.01, 0.02, 0.00], [0.00, 0.04, 0.01], [-0.03, -0.05, 0.00], [0.03, 0.02, -0.03], [-0.01, 0.00, 0.00], [0.00, -0.01, 0.00], [0.00, 0.00, -0.01], [0.05, 0.03, -0.03], [0.02, 0.01, 0.05], [0.02, 0.06, -0.09], [0.01, 0.00, 0.05], [0.01, -0.07, 0.08], [-0.05, 0.00, -0.04], [-0.02, 0.01, -0.05], [0.21, -0.05, 0.00], [-0.23, -0.06, -0.01], [0.00, 0.00, -0.01], [-0.01, -0.01, -0.01], [-0.01, 0.00, -0.02], [0.01, 0.02, 0.00], [-0.01, 0.00, -0.02], [0.00, 0.01, 0.02], [-0.01, -0.01, 0.04], [0.02, -0.02, -0.01], [0.02, 0.00, 0.02], [0.01, -0.07, -0.01], [-0.02, 0.11, 0.02], [0.03, 0.00, -0.08], [0.05, -0.02, -0.03], [0.08, -0.11, 0.00], [0.01, -0.03, -0.06], [-0.01, 0.03, 0.02], [0.02, 0.02, 0.01], [-0.01, -0.05, -0.04], [-0.03, 0.04, 0.03], [0.00, 0.02, 0.00], [0.02, 0.00, 0.00], [-0.04, 0.01, 0.01], [0.04, 0.01, -0.04], [-0.03, 0.06, 0.06], [0.36, -0.40, -0.21], [-0.01, -0.01, 0.00], [-0.01, 0.00, -0.01], [-0.01, 0.00, 0.00], [0.00, 0.01, 0.01], [-0.01, 0.01, 0.04], [-0.03, -0.01, 0.05], [0.00, 0.00, 0.00], [0.01, -0.01, -0.02], [0.00, -0.01, 0.03], [-0.01, 0.00, 0.01], [0.00, 0.00, -0.01], [0.01, -0.01, -0.01], [0.00, -0.01, 0.00]]}